Record 1
DFT (ωB97M-V with the def2-TZVPD basis set) results for C24H67N6O12V as an isolated structure in a non-equilibrium geometry.

```
110
Properties=species:S:1:pos:R:3:forces:R:3:lowdin_spin:R:1
H 3.90234 0.03600 -2.38624 0.30 -0.46 -0.84 0.00
H 5.36218 -2.63058 3.81592 -0.01 -0.06 -0.03 0.00
H 0.58778 -0.28728 -4.20892 0.31 -0.09 -0.40 0.00
O 0.72494 -3.40703 2.67625 0.23 0.07 0.46 0.00
H 5.33254 0.78463 -3.22933 0.36 -0.03 0.81 0.00
N -0.35338 -0.88796 3.51542 1.23 0.12 2.27 0.00
C -3.86985 -3.44223 -1.25789 -0.11 -0.92 0.08 0.00
H -0.44783 -0.89797 -6.26587 -0.33 0.15 -0.42 0.00
H -2.23816 -0.63391 2.92769 0.11 -0.10 0.00 0.00
H -4.04592 2.51108 -3.32309 -0.31 -0.20 -0.02 0.00
H -0.29863 -1.64510 4.20232 -1.07 -0.35 -0.23 0.00
H 1.95181 -1.49271 7.25313 0.01 0.16 -0.17 0.00
H -1.10307 2.38381 -2.62267 -0.44 0.14 -0.48 0.00
H -1.25034 0.39647 -4.65702 -0.29 0.27 0.39 0.00
H -2.51805 -0.59352 0.91473 -0.15 0.54 -0.97 0.00
C -4.58744 -0.01527 0.83139 0.52 -0.02 -1.23 0.00
H 1.39295 -2.49105 5.78707 0.82 0.09 0.17 0.00
C 4.49297 -2.10040 3.42297 0.22 0.65 -0.18 0.00
C 0.54525 -1.33542 -3.89033 -0.63 0.96 0.49 0.00
H -2.77481 1.11570 1.39637 -0.22 0.09 -0.30 0.00
H 0.09544 1.13838 3.90894 -0.28 0.10 -0.22 0.00
H 1.76346 -2.24890 1.29065 0.19 -0.15 0.12 0.00
H 1.55846 -1.72837 -3.83336 -0.10 -0.32 -0.26 0.00
C 0.96957 -1.02972 2.89417 -0.68 0.83 -1.41 0.00
H 3.85951 -1.16094 1.57728 0.02 0.08 0.04 0.00
C 0.23764 3.93325 -2.67043 -0.47 -0.70 -1.98 0.00
C -4.68252 -2.01588 -2.98748 -0.29 -0.10 -0.74 0.00
H -4.29994 -2.76542 -0.51996 -0.21 0.12 -0.18 0.00
H 2.76606 3.83859 4.44867 0.06 -0.08 0.28 0.00
H 1.95499 -4.57853 1.54672 -0.08 -0.15 -0.39 0.00
C -0.15232 0.51874 -0.13667 0.40 -0.15 -2.67 0.00
O -3.16022 -0.40965 2.73514 -0.64 0.39 0.61 0.00
O -3.63777 -2.84609 -2.51792 0.29 0.52 0.43 0.00
C 4.38844 0.96037 -2.71503 -0.80 0.33 0.43 0.00
O 1.80766 1.87705 -0.23941 1.34 2.53 -0.06 -0.01
H 3.88478 2.71941 -3.88545 0.10 -0.03 0.06 0.00
H 1.85342 -0.16806 0.05791 0.46 0.19 0.14 0.00
N 3.24641 2.98129 4.23252 -0.52 0.47 0.24 0.00
H 0.67854 -5.45471 2.40606 -0.02 0.18 0.25 0.00
H 1.46673 0.23696 -1.57422 -0.03 0.62 -0.33 0.00
H 4.15709 -1.18947 5.10408 0.01 0.24 0.04 0.00
H -5.51362 -2.64343 -3.32122 -0.16 0.04 0.01 0.00
O 0.29598 4.16781 -1.44847 1.10 0.27 1.12 0.01
H 1.57597 5.33671 -3.24887 -0.16 0.03 -0.07 0.00
O 4.29450 -0.89403 4.19680 0.01 -0.44 0.28 0.00
H 3.62589 2.42082 4.97406 0.06 -0.02 -0.06 0.00
C 1.12814 -1.95016 6.70402 -1.54 -0.99 -0.42 0.00
H -4.57819 4.14750 -1.59198 -0.01 -0.08 -0.22 0.00
O -0.14125 3.35023 1.01816 4.47 2.60 -1.09 -0.41
C 4.70480 -1.72485 1.97169 -0.19 -0.82 -0.17 0.00
O -0.32564 -2.10810 -4.68483 -0.37 -0.13 0.45 0.00
H 0.62261 -2.69551 7.32197 0.43 0.01 0.26 0.00
N -0.53548 2.97988 -3.23594 0.41 0.31 1.76 0.00
H -1.37665 0.55768 4.68018 -0.01 -0.16 0.18 0.00
H -4.47555 -4.34316 -1.39516 -0.51 0.24 0.13 0.00
H -2.76002 0.62152 -2.60246 0.24 0.09 -0.18 0.00
H -0.42025 0.87668 0.84963 0.20 -0.31 0.10 0.00
H -4.83560 -0.41835 -4.45055 -0.02 0.14 0.37 0.00
H -2.96112 -3.85355 -0.81519 0.40 0.46 -0.40 0.00
O 2.43298 3.25994 2.16105 -0.44 1.43 -0.78 0.02
H 3.34975 1.17864 -4.60245 0.07 0.05 -0.03 0.00
H -5.36184 0.65852 1.19041 0.13 -0.14 0.46 0.00
C -3.20211 0.10746 1.40765 0.69 -1.03 1.03 0.00
H -0.69176 3.01168 -4.22309 -0.11 -0.24 -0.12 0.00
H 1.57830 0.16560 5.46681 0.08 -0.61 -0.10 0.00
C -4.14609 -1.22331 -4.17893 -0.37 0.37 -0.36 0.00
C -1.15928 -1.39619 -5.59648 0.69 0.13 -0.88 0.00
H -2.82484 3.94605 -1.59863 0.00 -0.06 -0.32 0.00
C 0.90627 -4.54345 1.85612 -0.10 0.19 0.09 0.00
C -2.03973 -0.28884 -4.99431 1.55 0.02 1.05 0.00
C 0.88117 -2.20893 1.94317 0.25 0.14 -0.21 0.00
H 0.02013 -2.09081 1.27792 -0.11 0.17 0.01 0.00
H -4.87972 -1.06469 0.85153 -0.33 0.11 0.39 0.00
C 3.05097 2.53364 2.98654 0.28 0.02 -0.74 0.00
H -4.13508 -1.83113 -5.09184 0.36 -0.31 0.15 0.00
H 3.56959 1.17779 1.64602 0.01 -0.38 0.09 0.00
C -3.77086 3.43177 -1.42433 -0.43 0.23 0.50 0.00
H 4.00716 0.78959 3.35423 0.04 -0.39 -0.61 0.00
H -1.65743 -2.17882 -6.16563 -0.29 0.08 0.13 0.00
H 4.71331 -2.68030 1.44003 0.03 0.10 -0.23 0.00
H -4.46678 0.20801 -0.23627 -0.14 0.09 -0.01 0.00
H 5.64306 -1.23051 1.72650 -0.02 0.18 0.34 0.00
O -2.64696 1.51953 -2.19810 0.05 -0.75 0.18 0.00
H 3.61149 -2.73950 3.51054 -0.04 0.00 0.04 0.00
H 3.54924 1.64804 -1.16939 -0.08 0.43 0.49 0.00
H 0.79434 4.60310 -4.57453 -0.11 -0.30 -0.06 0.00
H -0.63282 1.13133 -0.90667 -0.36 0.38 0.57 0.00
H 0.30719 0.93171 6.37241 0.03 0.19 -0.10 0.00
H -5.08771 -1.30484 -2.26156 0.36 -0.17 0.50 0.00
V 1.31644 3.84843 0.44503 -5.17 -7.84 0.64 1.38
H 1.86304 -1.05138 3.52453 -0.26 -0.47 0.48 0.00
C 0.50747 0.10762 5.67996 -1.27 0.08 0.64 0.00
N 3.58055 1.37132 2.63643 -0.19 0.45 0.15 0.00
H 0.14116 -1.23797 -2.87585 0.07 -0.32 0.14 0.00
H -2.60041 0.35576 -5.67081 -0.29 -0.65 -0.38 0.00
H -2.45481 -1.58933 -3.47388 1.03 0.48 0.31 0.00
O 0.06206 -1.08264 6.33954 1.14 0.74 -0.01 0.00
N -2.80949 -0.69644 -3.82186 -1.09 -1.03 -0.49 0.00
H -4.69610 1.50747 -1.97331 -0.12 0.21 -0.04 0.00
C 1.33373 0.58887 -0.54664 -1.47 0.11 2.11 0.00
H 2.52284 1.80985 -3.18105 -0.11 0.26 -0.19 0.00
H 0.21177 -4.48715 1.01257 0.25 -0.10 -0.25 0.00
C -3.89427 2.18032 -2.28733 0.59 1.00 0.15 0.00
C 3.50038 1.72382 -3.66696 -0.72 -0.35 -0.12 0.00
H -0.53159 -0.46172 -0.43849 -0.11 -0.23 0.78 0.00
C -0.34994 0.28800 4.43928 0.51 0.32 -0.86 0.00
H -3.78246 3.24239 -0.34876 -0.02 -0.42 -0.06 0.00
O 4.46431 1.69785 -1.48251 0.69 -0.06 -0.42 0.00
H 1.08654 -0.07840 2.35917 0.25 -0.33 -0.57 0.00
N 0.93163 4.63898 -3.58375 0.94 1.11 0.69 0.00
```
Forces are in eV/Å.

Computed properties:
HOMO energy (spin up / spin down): -11.101 / -11.102 eV
max |F|: 9.41 eV Å⁻¹
LUMO level (spin up / spin down): -4.4 / -3.9 eV
energy: -85164.588 eV
2S+1: 2
HOMO-LUMO gap (spin up / spin down): 6.70 / 7.16 eV
net charge: +1

---

Record 2
DFT (ωB97M-V with the def2-TZVPD basis set) results for C24H68As2F12N5O5 as an isolated structure in a non-equilibrium geometry.

```
116
Properties=species:S:1:pos:R:3:forces:R:3:lowdin_spin:R:1
H -2.37401 0.48619 -1.70051 0.05 -0.38 -0.22 0.01
C 5.09427 0.65262 -3.61748 1.12 1.37 -0.15 0.00
C -3.21671 -5.26866 3.45628 -0.91 0.82 -0.53 0.00
F 0.40781 4.21085 -3.56670 0.54 -1.94 -1.52 0.00
C -4.32648 0.02228 -2.69320 0.86 1.45 0.77 0.00
H -0.41780 -2.19979 -1.05511 -0.27 0.39 -0.27 0.01
H -2.44653 4.52626 4.45905 -0.38 0.30 0.14 0.00
O -4.15417 -1.34827 -2.65297 0.32 -1.50 0.38 0.00
H 2.40473 0.64391 -3.78117 -0.47 0.70 -0.42 0.00
H 6.19276 1.02472 -0.04873 0.15 0.00 0.55 0.00
C -4.82910 -3.39731 1.50800 -0.24 -0.15 0.54 0.00
H 2.72817 2.47430 3.81396 -0.11 0.57 -0.15 0.00
O 5.04036 1.61785 -2.53454 -1.87 -3.13 -0.56 0.00
O -0.45607 -3.37228 0.57802 -1.03 -2.40 0.81 0.01
H -2.55570 -2.75439 3.13597 -0.23 -0.10 -0.20 0.00
C -2.92224 0.69669 -2.61878 -0.40 2.00 -1.24 0.01
H -0.79373 1.31716 4.71628 0.25 0.29 0.00 0.00
C 0.26871 -2.74452 -0.40697 -0.65 1.34 -1.05 0.03
H 4.91369 1.10594 -4.59216 -0.53 0.40 -0.08 0.00
C -2.56716 3.81622 3.64089 0.00 0.79 0.07 0.00
H -5.97923 -1.80455 -1.70226 0.11 0.15 0.25 0.00
O -1.46668 2.94354 3.70613 -0.47 -0.36 -0.30 0.01
H -3.48765 3.25707 3.80867 -0.38 0.00 -0.06 0.00
H 4.29990 -0.88325 -2.36248 1.13 -0.06 0.17 0.01
C -2.68025 4.66356 2.34905 0.31 0.29 0.37 0.00
N -2.68424 -4.70885 2.17534 1.17 0.12 -0.56 0.00
H 6.13695 0.34898 -3.71096 0.13 -0.65 0.14 0.00
H -3.31012 6.63555 3.11344 0.91 0.18 -0.64 0.00
H -3.31955 -4.07006 0.18493 0.39 -0.43 0.13 0.00
H -2.43956 -5.39042 4.21081 0.04 -0.25 -0.42 0.00
H 5.14857 -2.19104 -4.21483 -0.07 0.03 -0.85 0.00
H -5.34942 -3.62895 2.43736 -0.40 -0.57 -0.31 0.00
H 0.33255 -5.64432 2.52651 -0.34 0.21 -0.32 0.00
H 5.85438 -1.73075 2.79795 0.80 -0.08 -0.07 0.01
H 4.51179 -1.64596 1.96654 -0.60 0.34 -0.79 0.03
C 5.85980 2.72234 -2.57134 0.73 0.53 0.19 0.00
H 0.89190 -1.96540 0.03202 0.72 -0.17 -0.26 0.01
H -2.11616 -2.12374 0.53487 -0.86 -0.59 0.15 0.00
H 4.62281 -1.00088 3.45372 -0.50 0.76 0.47 0.01
F 0.06972 1.15399 -1.56899 -0.48 -0.42 -0.30 0.08
F -1.00803 3.43191 -5.43538 1.85 -0.99 0.27 0.00
F 2.01381 0.58053 -0.09532 0.68 -0.60 0.00 0.07
H 4.19169 3.52985 4.03410 0.30 -0.13 -0.84 0.00
F 1.00412 2.00474 -6.43453 -0.48 1.27 2.08 0.00
C 4.14729 -1.76288 -4.26187 -0.06 1.64 0.20 0.00
H 2.11368 -0.81446 -3.03205 -0.36 -0.01 0.16 0.01
H -0.84533 -1.74346 1.57749 -0.37 0.57 0.67 0.01
H -4.49176 -2.38893 1.74775 0.82 -0.05 -0.52 0.00
C -3.80443 -4.45143 1.08356 0.90 0.68 1.59 0.00
H -5.52618 -3.28199 0.67802 -0.23 -0.15 0.20 0.00
H -2.46823 1.25458 4.46469 -0.59 0.35 0.05 0.00
C -2.97337 2.30641 -2.77435 -0.22 -1.47 0.61 0.01
H 4.81150 -0.04908 0.10033 -0.02 -0.01 -0.37 0.01
H 3.46808 -2.50725 -3.84630 -0.11 0.14 -0.02 0.00
C -3.63977 5.85964 2.42250 -1.56 -0.55 1.13 0.00
F -0.67238 3.08046 0.02051 -0.81 0.30 0.15 0.06
H 6.43269 -0.71616 0.40679 0.24 0.09 -0.81 0.00
H -4.88726 0.39133 -3.55194 -0.02 -0.15 -0.44 0.00
C 5.62630 0.27520 2.01181 0.23 0.74 -0.47 0.00
F -0.35930 0.77885 0.89668 -1.36 -1.45 0.92 0.07
H -4.56823 5.66895 2.96074 -0.38 -0.89 -0.13 0.00
C 4.18422 -0.52120 -3.38407 -1.71 -0.35 3.12 0.01
F 1.31035 4.49753 -5.87018 -0.46 -1.61 0.65 0.00
H -5.88465 -2.12081 -3.41528 -0.14 -0.43 -0.03 0.00
H -2.24845 3.05867 1.05841 1.12 -0.58 -0.29 0.01
H -3.74227 -6.18360 3.18281 0.11 -0.08 0.48 0.00
C -1.89477 -3.38366 2.53990 -1.06 -0.61 -2.24 0.01
H -1.13348 -3.75257 3.22724 0.50 0.37 -0.57 0.00
H -0.22719 -7.26408 2.08180 0.19 0.07 -0.16 0.00
F 2.40379 2.71327 -4.36430 -1.50 0.03 -0.63 0.00
As 0.72818 3.08919 -4.97175 0.17 2.94 -0.84 0.00
O 4.44069 1.42392 3.74225 1.38 -0.93 0.66 0.01
H -3.71101 2.65356 -2.05083 -0.28 0.05 -0.13 0.00
H -3.23728 2.65783 -3.77182 -0.20 -0.26 -0.05 0.00
H 6.60241 0.51779 2.43188 -0.11 -0.66 0.64 0.00
As 0.68199 1.86399 0.01454 1.66 1.57 -1.21 0.13
C -0.53834 -6.29811 2.47953 -1.17 -0.37 -0.20 0.00
N 2.72814 -0.01477 -3.08716 1.57 -0.18 -1.18 0.01
H -3.87761 3.27200 1.23366 -0.41 -0.16 0.45 0.01
H -2.42930 -6.65584 1.32117 0.13 -0.13 0.39 0.00
C -1.73204 -5.85874 1.57919 0.33 1.60 0.28 0.00
H 2.76913 0.45927 -2.19626 -0.48 0.56 0.78 0.01
H -2.13746 -0.81486 -3.86155 0.27 -0.44 0.13 0.00
C -1.67567 1.95768 4.72083 1.07 -0.47 -0.57 0.01
H -3.02123 4.26992 0.30623 0.33 0.28 -0.46 0.00
H -4.00049 6.25572 1.47324 0.69 0.14 -0.13 0.00
F 0.21133 1.68126 -4.07031 -0.22 -0.35 -0.13 0.01
H 3.75657 -1.34832 -5.19115 0.52 -1.02 -0.72 0.00
H -2.04980 2.81873 -2.50483 0.36 -0.54 -0.02 0.00
H 6.91591 2.46349 -2.64709 0.27 -0.21 -0.41 0.00
H -1.73866 5.18048 2.16380 0.44 -0.91 -0.43 0.00
C -1.42994 -2.59792 1.23655 2.20 -0.01 1.70 0.01
N -2.98556 3.74076 1.16577 -0.21 1.18 0.76 0.01
H 5.57264 3.40367 -3.37223 0.05 0.29 0.20 0.00
H -4.22112 -5.44285 0.90587 -0.22 0.22 -0.03 0.00
C 4.66040 1.35540 2.36242 -1.20 0.61 0.26 0.01
H 5.76275 3.12412 -1.56275 -0.21 0.67 -0.30 0.00
H -1.77170 2.36851 5.72587 -0.30 0.22 -0.06 0.00
H -1.36079 -5.42752 0.64950 0.01 -0.08 0.13 0.00
N 5.10397 -1.09412 2.57060 1.05 0.47 0.15 0.02
H -0.85383 -6.54094 3.49422 -0.02 0.12 0.02 0.00
C 5.80201 0.16793 0.50020 -0.71 -1.33 0.59 0.01
H -4.85050 0.41479 -1.82173 -0.29 -0.15 0.30 0.00
C 3.74522 2.54921 4.19881 -1.18 0.27 0.74 0.00
H -5.04049 -3.20836 -2.24260 0.30 0.22 -0.25 0.00
F 1.69772 3.06574 -0.89647 -0.14 -0.50 0.29 0.10
H -3.91153 -4.53360 3.86249 -0.17 -0.20 0.00 0.00
F 1.30147 2.46183 1.57978 0.21 0.08 0.29 0.07
H 0.69381 -3.48136 -1.08849 0.65 -0.03 0.57 0.00
H 5.03704 2.31790 2.01626 0.24 -0.01 -0.37 0.00
N -2.12558 0.19420 -3.81953 -1.17 0.20 0.83 0.01
C -5.32115 -2.18323 -2.48433 -0.06 1.18 -0.55 0.00
H 3.70646 1.17327 1.86751 -0.23 0.09 -0.38 0.01
H 3.68630 2.52614 5.28697 0.06 -0.55 0.03 0.00
H -1.20293 0.60463 -3.83860 1.12 0.31 0.16 0.00
H -2.59894 0.53054 -4.64592 -0.15 0.21 -0.51 0.00
```
Forces are in eV/Å.

Computed properties:
HOMO energy (spin up / spin down): -6.918 / -13.602 eV
max |F|: 3.69 eV Å⁻¹
LUMO level (spin up / spin down): -4.2 / -4.3 eV
energy: -197951.922 eV
2S+1: 2
HOMO-LUMO gap (spin up / spin down): 2.73 / 9.34 eV
net charge: +2